(1)
Entry from OMol25: 2 unconnected molecules or ions with the total composition C11H18BBrF8N3O5PS2 in a non-equilibrium geometry (ωB97M-V/def2-TZVPD).

Each atom is followed by the atoms it is bonded to, with distances in Å.
Element x y z (Å)
1 O 1.226 -4.353 0.149  B2 1.375, H32 0.965
2 B 0.776 -3.061 0.008  O1 1.375, O3 1.359, N4 1.503
3 O 1.614 -2.095 -0.454  B2 1.359, H33 0.967
4 N -0.654 -2.832 0.409  B2 1.503, C5 1.524, C14 1.393
5 C -0.889 -3.315 1.835  N4 1.524, C6 1.528, H34 1.082, H35 1.092
6 C -1.264 -2.189 2.797  C5 1.528, C7 1.537, H36 1.094, H37 1.092
7 C -0.527 -0.857 2.584  C6 1.537, S8 1.817, P9 1.863, N13 1.493
8 S -1.543 0.419 3.384  C7 1.817, H38 1.335
9 P 1.208 -0.848 3.262  C7 1.863, O10 1.584, O11 1.585, S12 1.927
10 O 1.977 0.208 2.366  P9 1.584, H39 0.970
11 O 1.128 -0.142 4.679  P9 1.585, H40 0.972
12 S 2.043 -2.583 3.334  P9 1.927
13 N -0.431 -0.602 1.115  C7 1.493, C14 1.356, H41 1.016
14 C -1.076 -1.506 0.339  N4 1.393, N13 1.356, N15 1.303
15 N -2.097 -1.218 -0.419  C14 1.303, C16 1.459, H42 1.012
16 C -2.737 0.088 -0.525  N15 1.459, C17 1.520, H43 1.089, H44 1.091
17 C -2.196 0.910 -1.682  C16 1.520, O18 1.413, H45 1.096, H46 1.093
18 O -0.789 0.781 -1.718  C17 1.413, C19 1.420
19 C -0.264 0.937 -3.028  O18 1.420, C20 1.512, H47 1.095, H48 1.092
20 C 1.219 1.216 -2.928  C19 1.512, F21 1.340, F22 1.375, C23 1.549
21 F 1.749 0.913 -4.121  C20 1.340
22 F 1.809 0.376 -2.013  C20 1.375
23 C 1.586 2.689 -2.618  C20 1.549, F24 1.323, F25 1.317, C26 1.547
24 F 2.903 2.773 -2.523  C23 1.323
25 F 1.139 3.392 -3.637  C23 1.317
26 C 0.958 3.273 -1.330  C23 1.547, F27 1.333, F28 1.350, C29 1.541
27 F 1.416 4.517 -1.184  C26 1.333
28 F -0.382 3.356 -1.466  C26 1.350
29 C 1.297 2.508 -0.035  C26 1.541, F30 1.328, F31 1.367, H49 1.090
30 F 2.538 2.784 0.348  C29 1.328
31 F 0.444 2.936 0.944  C29 1.367
32 H 0.757 -4.950 -0.447  O1 0.965
33 H 1.267 -1.433 -1.066  O3 0.967
34 H -0.015 -3.869 2.153  C5 1.082
35 H -1.721 -4.022 1.821  C5 1.092
36 H -2.341 -1.994 2.785  C6 1.094
37 H -1.040 -2.546 3.804  C6 1.092
38 H -0.579 1.310 3.626  S8 1.335
39 H 1.835 0.059 1.418  O10 0.970
40 H 1.602 -0.710 5.310  O11 0.972
41 H -0.560 0.371 0.854  N13 1.016
42 H -2.452 -1.986 -0.975  N15 1.012
43 H -2.683 0.611 0.429  C16 1.089
44 H -3.792 -0.108 -0.724  C16 1.091
45 H -2.621 0.539 -2.622  C17 1.096
46 H -2.494 1.957 -1.581  C17 1.093
47 H -0.406 0.025 -3.615  C19 1.095
48 H -0.723 1.764 -3.575  C19 1.092
49 H 1.145 1.433 -0.126  C29 1.090
50 Br 2.642 5.073 -5.341  no bonds

Calculated total energy   -5506.0685 hartree
Charge   0
LUMO energy   -2.0 eV



(2)
Entry from OMol25: 2 unconnected molecules or ions with the total composition C11H18BN in a non-equilibrium geometry (ωB97M-V/def2-TZVPD).

Each atom is followed by the atoms it is bonded to, with distances in Å.
Element x y z (Å)
1 B -1.012 1.268 1.911  C12 1.558, N13 1.252
2 C -0.544 -1.834 -4.018  C3 1.425, C4 1.359, H14 1.012
3 C 0.514 -0.951 -4.381  C2 1.425, C5 1.319, H15 1.155
4 C -0.829 -1.815 -2.690  C2 1.359, C6 1.530, H16 1.047
5 C 1.172 -0.194 -3.524  C3 1.319, C7 1.412, H17 1.057
6 C -0.037 -1.118 -1.582  C4 1.530, C7 1.445, H18 1.106, H30 1.131
7 C 1.026 -0.302 -2.124  C5 1.412, C6 1.445, C11 1.374
8 C 3.293 0.964 -1.649  C11 1.583, H19 1.128, H20 1.108, H21 1.050
9 C -2.038 -0.730 2.947  C12 1.582, H22 1.149, H23 1.097, H24 1.157
10 C -2.275 1.642 4.118  C12 1.559, H25 1.136, H26 1.103, H27 1.056
11 C 1.904 0.310 -1.264  C7 1.374, C8 1.583, H28 1.063
12 C -2.225 0.832 2.787  B1 1.558, C9 1.582, C10 1.559, H29 1.104
13 N 0.047 1.699 1.403  B1 1.252, H31 0.992
14 H -1.015 -2.353 -4.748  C2 1.012
15 H 0.799 -0.888 -5.498  C3 1.155
16 H -1.657 -2.406 -2.445  C4 1.047
17 H 1.876 0.490 -3.915  C5 1.057
18 H 0.296 -1.980 -0.973  C6 1.106
19 H 3.368 2.067 -1.423  C8 1.128
20 H 3.987 0.332 -1.059  C8 1.108
21 H 3.671 0.812 -2.616  C8 1.050
22 H -2.827 -1.248 2.292  C9 1.149
23 H -2.214 -1.029 3.987  C9 1.097
24 H -0.984 -1.087 2.631  C9 1.157
25 H -1.292 1.418 4.641  C10 1.136
26 H -2.424 2.689 3.806  C10 1.103
27 H -3.082 1.243 4.669  C10 1.056
28 H 1.776 0.238 -0.211  C11 1.063
29 H -3.197 0.941 2.275  C12 1.104
30 H -0.630 -0.473 -0.866  C6 1.131
31 H 0.932 1.449 1.030  N13 0.992

Calculated total energy   -509.4508 hartree
SMILES   C/C=C1\C=CC=CC1.[H]/N=B/C(C)C
Relative energy (zero: lowest compared OMol25 entry of this formula, charge and spin)   1.260 eV
Charge   0
LUMO energy   0.5 eV